Model 1:
Below is a single C22H30N4O2 molecule, with properties calculated with ωB97M-V/def2-TZVPD.

Values from the calculation:
HOMO energy = -8.88 eV
Molecular weight = 382.51 u
SMILES = O=C(CCc1nnc(C2CCCCC2)o1)N1CCN(Cc2ccccc2)CC1
HOMO-LUMO gap = 9.667 eV
Charge = 0

Cartesian coordinates (Å):
O -0.79548 -0.08494 -1.41776
C -0.00021 -0.66769 -0.70283
C -0.21746 -2.11965 -0.28746
C -1.60050 -2.57434 -0.75251
C -2.63283 -1.74972 -0.07848
N -2.61403 -1.32579 1.14203
N -3.73925 -0.60084 1.32644
C -4.38962 -0.62009 0.21046
C -5.67368 0.05526 -0.09939
C -5.44398 1.57094 -0.17473
C -6.75494 2.29456 -0.46157
C -7.78881 1.97253 0.61263
C -8.02281 0.46724 0.68768
C -6.71632 -0.26438 0.97619
O -3.74168 -1.34490 -0.72961
N 1.10531 -0.05841 -0.22560
C 2.17580 -0.64527 0.54241
C 3.47612 -0.58121 -0.26249
N 3.77489 0.79925 -0.59069
C 5.08015 0.93788 -1.21361
C 6.17814 0.60488 -0.23967
C 7.22878 -0.22915 -0.59344
C 8.23505 -0.51478 0.31400
C 8.19576 0.02579 1.58705
C 7.14717 0.85591 1.94908
C 6.14661 1.14570 1.04045
C 2.70550 1.35918 -1.39558
C 1.39903 1.30753 -0.60583
H -0.17472 -2.19425 0.79926
H 0.55337 -2.75226 -0.73182
H -1.70890 -2.44100 -1.82958
H -1.75185 -3.62806 -0.50464
H -6.01833 -0.30786 -1.07341
H -5.03394 1.90543 0.77981
H -4.71149 1.79228 -0.95371
H -6.57719 3.37103 -0.49841
H -7.13651 1.98482 -1.43753
H -8.72760 2.48488 0.39209
H -7.42860 2.33024 1.57930
H -8.74934 0.24066 1.47032
H -8.43425 0.11669 -0.26217
H -6.31766 0.04318 1.94384
H -6.89026 -1.34198 1.01198
H 1.95383 -1.67571 0.80827
H 2.30426 -0.06132 1.46091
H 4.29697 -0.98293 0.33530
H 3.37120 -1.19962 -1.17455
H 5.18707 1.98333 -1.52252
H 5.17342 0.30895 -2.11759
H 7.26249 -0.65715 -1.58574
H 9.04920 -1.16386 0.02617
H 8.97916 -0.19930 2.29559
H 7.11249 1.27971 2.94213
H 5.32316 1.78771 1.31346
H 2.94693 2.39860 -1.62814
H 2.57834 0.80906 -2.34591
H 0.56756 1.67699 -1.20691
H 1.49782 1.91330 0.30058

Which charges does natural (NBO) predict for the atoms? In e, they are:
1 O -0.646
2 C 0.698
3 C -0.500
4 C -0.442
5 C 0.481
6 N -0.325
7 N -0.314
8 C 0.486
9 C -0.283
10 C -0.384
11 C -0.397
12 C -0.396
13 C -0.396
14 C -0.385
15 O -0.406
16 N -0.435
17 C -0.216
18 C -0.237
19 N -0.441
20 C -0.254
21 C 0.059
22 C -0.234
23 C -0.209
24 C -0.218
25 C -0.204
26 C -0.240
27 C -0.224
28 C -0.231
29 H 0.245
30 H 0.227
31 H 0.244
32 H 0.230
33 H 0.219
34 H 0.212
35 H 0.215
36 H 0.210
37 H 0.192
38 H 0.206
39 H 0.196
40 H 0.210
41 H 0.191
42 H 0.217
43 H 0.210
44 H 0.217
45 H 0.202
46 H 0.218
47 H 0.163
48 H 0.210
49 H 0.170
50 H 0.207
51 H 0.212
52 H 0.213
53 H 0.213
54 H 0.224
55 H 0.206
56 H 0.168
57 H 0.251
58 H 0.196


Model 2:
Below is a single C22H30N4O2 molecule, with properties calculated with ωB97M-V/def2-TZVPD.

Values from the calculation:
HOMO energy = -8.00 eV
Molecular weight = 382.51 u
SMILES = O=C(CCn1nc(-c2ccccc2)ccc1=O)NCCCN1CCCCCC1
HOMO-LUMO gap = 7.718 eV
Charge = 0

Cartesian coordinates (Å):
O -1.81574 3.55839 -2.77894
C -1.67779 3.19478 -1.62913
C -2.62892 3.63714 -0.51226
C -3.32239 2.46836 0.19870
N -2.72604 2.12378 1.48079
N -1.42140 1.93589 1.49052
C -0.79724 1.56425 2.57125
C 0.65331 1.36689 2.46551
C 1.26739 0.29185 3.10197
C 2.62760 0.08752 2.96468
C 3.39009 0.95751 2.20329
C 2.78674 2.03487 1.57484
C 1.42551 2.23795 1.69990
C -1.51490 1.35939 3.78633
C -2.84921 1.57170 3.79246
C -3.55779 1.96828 2.59054
O -4.75643 2.15515 2.50504
N -0.69004 2.39241 -1.20009
C 0.30214 1.80924 -2.06883
C 0.25298 0.28040 -2.05980
C 0.56872 -0.29302 -0.66525
N 0.76083 -1.72269 -0.56948
C -0.40001 -2.52752 -0.89988
C -0.45701 -3.13897 -2.30861
C 0.24467 -4.49276 -2.38420
C 1.76377 -4.40258 -2.27287
C 2.25793 -3.67352 -1.02379
C 2.04517 -2.16123 -1.08179
H -3.38003 4.27871 -0.97264
H -2.07060 4.23311 0.21197
H -4.36214 2.71605 0.42640
H -3.31070 1.58020 -0.44166
H 0.67474 -0.40132 3.68015
H 3.09415 -0.75586 3.45111
H 4.45272 0.79638 2.09964
H 3.37914 2.71787 0.98407
H 0.95372 3.07998 1.21657
H -0.98303 1.06542 4.67840
H -3.45165 1.44991 4.67937
H -0.67513 2.13526 -0.21759
H 1.29849 2.14213 -1.75337
H 0.10422 2.18910 -3.07458
H 0.98772 -0.08325 -2.77977
H -0.73495 -0.05133 -2.38343
H 1.48190 0.17847 -0.28915
H -0.24261 -0.03345 0.02176
H -0.46412 -3.34549 -0.17062
H -1.27807 -1.89723 -0.74277
H -1.50645 -3.28093 -2.57684
H -0.02166 -2.45250 -3.03520
H -0.13871 -5.13196 -1.58459
H -0.00427 -4.97212 -3.33444
H 2.16037 -3.89333 -3.15532
H 2.16974 -5.41735 -2.27277
H 1.77989 -4.07683 -0.13159
H 3.33161 -3.85375 -0.93248
H 2.79916 -1.67135 -0.45294
H 2.22461 -1.82801 -2.11861

Which charges does natural (NBO) predict for the atoms? In e, they are:
1 O -0.632
2 C 0.681
3 C -0.509
4 C -0.232
5 N -0.198
6 N -0.219
7 C 0.131
8 C 0.006
9 C -0.216
10 C -0.200
11 C -0.208
12 C -0.197
13 C -0.222
14 C -0.181
15 C -0.237
16 C 0.581
17 O -0.615
18 N -0.666
19 C -0.221
20 C -0.430
21 C -0.210
22 N -0.460
23 C -0.215
24 C -0.429
25 C -0.392
26 C -0.392
27 C -0.414
28 C -0.209
29 H 0.245
30 H 0.228
31 H 0.261
32 H 0.212
33 H 0.215
34 H 0.219
35 H 0.218
36 H 0.218
37 H 0.225
38 H 0.229
39 H 0.237
40 H 0.430
41 H 0.182
42 H 0.237
43 H 0.204
44 H 0.202
45 H 0.196
46 H 0.189
47 H 0.183
48 H 0.200
49 H 0.212
50 H 0.201
51 H 0.191
52 H 0.206
53 H 0.192
54 H 0.205
55 H 0.205
56 H 0.212
57 H 0.196
58 H 0.156


model 1 ends up most stable, edging out the next structure by 0.0158 hartree.


Model 1:
Below is a molecular structure, C22H40MgN4S2Sb, with properties calculated with ωB97M-V/def2-TZVPD.

Values from the calculation:
HOMO energy = -11.15 eV
Molecular weight = 570.79 u
HOMO-LUMO gap = 8.672 eV
Charge = +1

Cartesian coordinates (Å):
Mg 0.66777 1.26581 0.53577
C 5.48775 1.45139 0.61220
C 4.72345 1.07907 1.70711
C 3.40496 0.72685 1.49834
N 2.83161 0.71284 0.28227
C 3.58856 1.06055 -0.76925
C 4.91262 1.43413 -0.64922
H 6.51802 1.75796 0.74284
H 5.13143 1.08069 2.70851
H 2.76892 0.45718 2.33582
H 3.10340 1.03374 -1.73776
H 5.47679 1.71553 -1.52787
S 1.75735 3.42672 1.12649
C 0.42356 4.35685 1.49682
N -0.50094 5.00729 1.74578
C 2.02640 -2.64683 2.36468
C 1.45721 -2.95617 0.98170
C 0.94045 -4.39047 0.94554
C 2.52348 -2.75623 -0.09277
Sb -0.13061 -1.43672 0.62597
C -0.92563 -1.90059 -1.41158
C -0.02235 -1.09739 -2.34856
C -0.82922 -3.39234 -1.71423
C -2.37673 -1.45753 -1.55667
C -1.64935 -1.71723 2.21803
C -1.87552 -3.18585 2.55606
C -1.09952 -0.95528 3.42455
C -2.95227 -1.06647 1.75749
H 2.88014 -3.30611 2.56216
H 1.29048 -2.82304 3.15182
H 2.38011 -1.61742 2.44096
H 1.77755 -5.06654 1.16119
H 0.54322 -4.66664 -0.02835
H 0.17125 -4.57446 1.69453
H 3.36246 -3.43523 0.10278
H 2.91173 -1.73954 -0.09854
H 2.14270 -2.99020 -1.08992
H 1.02411 -1.40301 -2.27032
H -0.08999 -0.02534 -2.14201
H -0.33570 -1.25550 -3.38752
H 0.20471 -3.73279 -1.77526
H -1.29944 -3.59285 -2.68507
H -1.35444 -3.98990 -0.96712
H -2.54967 -0.45356 -1.18051
H -3.05159 -2.14309 -1.04152
H -2.64604 -1.47986 -2.62172
H -0.99875 -3.63456 3.02596
H -2.14119 -3.77575 1.67592
H -2.70383 -3.26487 3.27108
H -0.14410 -1.34969 3.77413
H -1.81167 -1.03523 4.25421
H -0.98440 0.10883 3.20285
H -3.43742 -1.64659 0.97264
H -2.80217 -0.04787 1.39482
H -3.64254 -1.01347 2.60740
S -1.69246 2.00689 -0.15121
C -2.02368 3.30916 -1.24598
N -2.27122 3.01839 -2.52673
C -2.62602 4.01946 -3.53678
C -2.03791 5.35787 -3.12653
C -2.47086 5.66828 -1.70399
N -2.11091 4.55189 -0.82806
H -2.29690 2.04214 -2.75902
H -3.71104 4.09240 -3.62592
H -2.22553 3.69617 -4.49485
H -2.37008 6.13972 -3.80669
H -0.94781 5.30680 -3.16756
H -3.54947 5.82852 -1.66340
H -1.98016 6.56394 -1.33225
H -1.76300 4.74515 0.10630

Which charges does natural (NBO) predict for the atoms? In e, they are:
1 Mg 1.606
2 C -0.123
3 C -0.230
4 C 0.044
5 N -0.609
6 C 0.049
7 C -0.240
8 H 0.239
9 H 0.242
10 H 0.204
11 H 0.208
12 H 0.242
13 S -0.469
14 C 0.089
15 N -0.458
16 C -0.635
17 C -0.269
18 C -0.649
19 C -0.642
20 Sb 0.890
21 C -0.268
22 C -0.647
23 C -0.640
24 C -0.651
25 C -0.280
26 C -0.639
27 C -0.642
28 C -0.639
29 H 0.225
30 H 0.213
31 H 0.199
32 H 0.222
33 H 0.219
34 H 0.217
35 H 0.224
36 H 0.212
37 H 0.208
38 H 0.212
39 H 0.201
40 H 0.224
41 H 0.208
42 H 0.223
43 H 0.212
44 H 0.231
45 H 0.215
46 H 0.214
47 H 0.208
48 H 0.210
49 H 0.225
50 H 0.210
51 H 0.230
52 H 0.208
53 H 0.214
54 H 0.221
55 H 0.223
56 S -0.519
57 C 0.394
58 N -0.574
59 C -0.220
60 C -0.424
61 C -0.224
62 N -0.563
63 H 0.423
64 H 0.205
65 H 0.222
66 H 0.241
67 H 0.218
68 H 0.208
69 H 0.236
70 H 0.466


Model 2:
Below is a molecular structure, C22H40MgN4S2Sb, with properties calculated with ωB97M-V/def2-TZVPD.

Values from the calculation:
HOMO energy = -11.26 eV
Molecular weight = 570.79 u
HOMO-LUMO gap = 8.429 eV
Charge = +1

Cartesian coordinates (Å):
Mg 0.03038 -1.46875 0.51152
C 4.93123 -1.81526 0.69584
C 4.16410 -1.85342 1.84960
C 2.78822 -1.81929 1.72981
N 2.16557 -1.74722 0.54261
C 2.91520 -1.74829 -0.56780
C 4.29507 -1.77848 -0.53694
H 6.01245 -1.81622 0.75469
H 4.62167 -1.90086 2.82844
H 2.15095 -1.85461 2.60796
H 2.37688 -1.72102 -1.50931
H 4.85812 -1.76807 -1.46018
S -2.40405 -1.09157 0.65090
C -3.76240 -2.05934 0.62114
N -4.71197 -2.72115 0.58099
C 2.71373 1.80819 1.74485
C 1.98357 2.33230 0.51042
C 2.00088 3.85819 0.52069
C 2.67070 1.82693 -0.75628
Sb -0.04344 1.41145 0.53999
C -1.03165 2.15951 -1.32251
C -0.60255 1.16418 -2.39875
C -0.54937 3.56875 -1.65365
C -2.54891 2.16977 -1.18408
C -0.97211 2.14623 2.44190
C -0.45633 3.54200 2.77771
C -0.52257 1.12624 3.48588
C -2.49195 2.18285 2.35164
H 3.77040 2.09701 1.68959
H 2.67231 0.72280 1.81957
H 2.31122 2.23612 2.66556
H 3.04542 4.19444 0.50834
H 1.53720 4.27379 1.41207
H 1.51286 4.28496 -0.35233
H 3.73027 2.10876 -0.73024
H 2.24020 2.27415 -1.65507
H 2.61952 0.74349 -0.84875
H 0.48037 1.15762 -2.54382
H -1.06447 1.44003 -3.35366
H -0.93293 0.15179 -2.15269
H 0.50569 3.58954 -1.92962
H -0.71032 4.25800 -0.82254
H -1.12139 3.94762 -2.50877
H -2.94978 1.20972 -0.87327
H -2.98194 2.41379 -2.16135
H -2.88233 2.92984 -0.47535
H 0.60810 3.54316 3.01533
H -0.99045 3.91211 3.66073
H -0.63903 4.24886 1.96614
H 0.56496 1.09312 3.58770
H -0.88871 0.12596 3.24481
H -0.93903 1.39913 4.46216
H -2.83644 2.95629 1.66269
H -2.88756 2.42506 3.34496
H -2.91991 1.23281 2.04940
S 0.05489 -4.03616 0.34691
C -1.09267 -4.30463 -0.91858
N -0.69112 -4.19102 -2.19214
C -1.55078 -4.53011 -3.32842
C -2.97507 -4.14650 -2.97240
C -3.36428 -4.89008 -1.71119
N -2.33552 -4.67516 -0.67679
H 0.30017 -4.11221 -2.33129
H -1.49774 -5.60291 -3.52948
H -1.19322 -3.99762 -4.20590
H -3.65141 -4.40409 -3.78516
H -3.03563 -3.07044 -2.79800
H -3.46465 -5.95866 -1.90667
H -4.30296 -4.52363 -1.31490
H -2.63564 -4.65981 0.28529

Which charges does natural (NBO) predict for the atoms? In e, they are:
1 Mg 1.625
2 C -0.127
3 C -0.226
4 C 0.035
5 N -0.610
6 C 0.052
7 C -0.239
8 H 0.241
9 H 0.245
10 H 0.212
11 H 0.206
12 H 0.243
13 S -0.554
14 C 0.075
15 N -0.400
16 C -0.631
17 C -0.298
18 C -0.648
19 C -0.636
20 Sb 0.907
21 C -0.269
22 C -0.646
23 C -0.640
24 C -0.647
25 C -0.260
26 C -0.641
27 C -0.649
28 C -0.648
29 H 0.219
30 H 0.197
31 H 0.214
32 H 0.218
33 H 0.220
34 H 0.218
35 H 0.221
36 H 0.213
37 H 0.196
38 H 0.206
39 H 0.227
40 H 0.206
41 H 0.205
42 H 0.211
43 H 0.225
44 H 0.234
45 H 0.218
46 H 0.213
47 H 0.205
48 H 0.227
49 H 0.210
50 H 0.205
51 H 0.214
52 H 0.230
53 H 0.211
54 H 0.221
55 H 0.235
56 S -0.463
57 C 0.376
58 N -0.588
59 C -0.223
60 C -0.425
61 C -0.228
62 N -0.551
63 H 0.420
64 H 0.202
65 H 0.222
66 H 0.242
67 H 0.222
68 H 0.206
69 H 0.255
70 H 0.443


model 1 ends up most stable, edging out the next structure by 0.0113 hartree.